Here is the molecule C17H19N5O2S at a distorted geometry from the OMol25 dataset. Energies are from ωB97M-V/def2-TZVPD.

```
! RIJCOSX wB97M-V def2-TZVPD def2/J DEFGRID3
* xyz 0 1
O -2.1446 -3.8969 -0.2419
S -0.8924 -3.8773 -0.9605
O -0.3050 -5.3080 -1.1182
N 0.2031 -2.9732 -0.0917
C -0.1360 -1.4988 0.0525
C 1.1261 -0.7988 0.1617
C 0.9447 0.6924 0.1301
N -0.0001 1.0481 1.1549
C 0.1068 2.3294 1.7738
N -1.0859 3.0750 1.6410
C -1.1113 4.2054 2.3576
N -0.0059 4.7091 3.0655
C 1.2163 4.0072 2.9745
N 2.3877 4.3598 3.4226
C 3.3118 3.3083 3.1173
C 2.7034 2.2813 2.4558
C 1.3175 2.7452 2.3889
C -1.2963 0.3090 1.3446
C -1.1070 -1.1780 1.1729
C -1.0554 -3.0140 -2.5045
C -2.0755 -2.0844 -2.7423
C -1.9230 -1.2260 -3.8886
C -0.7638 -1.3088 -4.6285
C 0.1830 -2.2610 -4.4549
C 0.0915 -3.1470 -3.3642
H 0.3204 -3.3863 0.8009
H -0.5132 -1.1603 -0.8958
H 1.7209 -1.0977 1.0268
H 1.7068 -0.9866 -0.7164
H 0.6049 0.9354 -0.8066
H 1.8642 1.2211 0.3271
H -1.8943 4.8588 2.2388
H 0.0479 5.7362 3.2099
H 4.3546 3.2293 3.3367
H 3.0722 1.2729 2.1794
H -1.9626 0.5548 0.5392
H -1.8806 0.5945 2.2559
H -0.8170 -1.4368 2.2082
H -2.0378 -1.5699 1.0381
H -2.8495 -2.0860 -1.9527
H -2.7654 -0.5700 -4.2379
H -0.5831 -0.5866 -5.5252
H 1.0274 -2.2159 -5.1663
H 0.8945 -3.8049 -3.0787
*
```

Values from the calculation:
SMILES: O=S(=O)(NC1CCN(c2nc[nH]c3nccc2-3)CC1)c1ccccc1
energy: -1481.53845 hartree
Kohn-Sham gap: 8.222 eV

Löwdin population analysis, charges in e, atoms 1 to 2: -0.32, 0.72



Here is C17H19NNiO4 as an isolated structure from the OMol25 dataset. Energies are from ωB97M-V/def2-TZVPD.

```
! RIJCOSX wB97M-V def2-TZVPD def2/J DEFGRID3
* xyz 0 3
Ni 0.0818 0.1811 0.1950
C -0.5155 0.5490 2.2468
C -0.3825 1.7896 1.5515
C 0.9745 1.9190 1.1363
C 1.6698 0.7484 1.5390
C 0.7466 -0.0961 2.2324
C 1.0230 -1.4397 2.8340
C 3.1267 0.4910 1.3021
C 1.5719 3.0703 0.3890
C -1.4547 2.8157 1.3406
C -1.7595 -0.0278 2.8501
H 1.0486 -1.3824 3.9250
H 1.9799 -1.8398 2.5024
H 0.2484 -2.1586 2.5617
H 3.7437 1.0647 1.9980
H 3.4204 0.7805 0.2920
H 3.3756 -0.5614 1.4310
H 2.1310 3.7268 1.0605
H 0.8030 3.6721 -0.0942
H 2.2591 2.7272 -0.3854
H -1.3759 3.6209 2.0751
H -2.4484 2.3800 1.4333
H -1.3852 3.2689 0.3512
H -1.6864 -0.0645 3.9396
H -1.9324 -1.0450 2.4942
H -2.6383 0.5637 2.5985
O 0.6488 0.5009 -1.7113
C 0.2801 -0.1690 -2.6842
C -0.6054 -1.2897 -2.6877
C -0.8687 -1.8794 -3.9352
C -1.7044 -2.9529 -4.0255
C -2.3151 -3.4905 -2.8757
C -2.0744 -2.9382 -1.6550
C -1.2105 -1.8111 -1.4978
O -1.0168 -1.3332 -0.3293
N -1.9684 -3.5514 -5.3295
O -1.4264 -3.0619 -6.3028
O -2.7227 -4.5052 -5.3683
H 0.6758 0.1200 -3.6689
H -0.4103 -1.4839 -4.8325
H -2.9712 -4.3420 -2.9870
H -2.5327 -3.3356 -0.7597
*
```

Values from the calculation:
⟨S²⟩: 2.009
energy: -2523.15590 hartree
Kohn-Sham gap (alpha / beta): 7.213 / 8.411 eV

Löwdin population analysis, charges in e, atoms 1 to 2: 0.66, -0.26



Here is the molecule C17H19NO from the OMol25 dataset. Energies are from ωB97M-V/def2-TZVPD.

```
! RIJCOSX wB97M-V def2-TZVPD def2/J DEFGRID3
* xyz 0 1
C -4.3170 2.2746 -1.3044
O -3.2736 1.7693 -0.5091
C -2.5480 2.6365 0.2510
C -2.7797 4.0066 0.3107
C -1.9945 4.8157 1.1145
C -0.9738 4.2731 1.8709
C -0.7428 2.9091 1.8157
C -1.5133 2.0797 1.0177
C -1.2107 0.6078 0.9527
N -0.0152 0.3928 0.1610
C 0.5993 -0.8354 0.0678
C -0.0585 -2.0227 0.3954
C 0.5643 -3.2507 0.2343
C 1.8505 -3.3028 -0.2594
C 2.5157 -2.1234 -0.5875
C 1.9105 -0.8999 -0.4254
C 3.9005 -2.4251 -1.0826
C 3.8355 -3.9242 -1.4149
C 2.7314 -4.4926 -0.5089
H -5.0960 2.7466 -0.6967
H -4.7370 1.4113 -1.8185
H -3.9487 2.9909 -2.0458
H -3.5705 4.4563 -0.2687
H -2.1893 5.8775 1.1457
H -0.3639 4.9033 2.4997
H 0.0498 2.4733 2.4078
H -2.0467 0.0845 0.4815
H -1.0809 0.2164 1.9754
H 0.6103 1.1843 0.1263
H -1.0679 -1.9905 0.7736
H 0.0368 -4.1575 0.4944
H 2.4302 0.0141 -0.6802
H 4.1823 -1.8183 -1.9436
H 4.6256 -2.2342 -0.2857
H 4.7923 -4.4238 -1.2677
H 3.5443 -4.0488 -2.4593
H 2.1983 -5.3225 -0.9741
H 3.1502 -4.8517 0.4364
*
```

Values from the calculation:
SMILES: COc1ccccc1CNc1ccc2c(c1)CCC2
energy: -789.19033 hartree
Kohn-Sham gap: 8.208 eV

Löwdin population analysis, charges in e, atoms 1 to 2: -0.08, -0.09



Here is C17H19NO3S2 as an isolated structure at a distorted geometry from the OMol25 dataset. Energies are from ωB97M-V/def2-TZVPD.

```
! RIJCOSX wB97M-V def2-TZVPD def2/J DEFGRID3
* xyz 0 1
C 0.3346 -2.0190 -1.6420
H 0.8004 -2.2170 -0.7125
O -0.9629 -1.9415 -1.8012
C -1.6944 -1.1591 -0.9268
C -1.7444 0.1368 -1.6064
N -2.2208 1.2037 -0.4157
C -1.3881 1.7357 0.5675
O -1.6705 2.6541 1.1522
C 0.0889 1.5410 0.1212
C 1.0812 2.0638 -0.6267
C 2.2714 1.7603 -0.4422
C 2.2953 0.6607 0.3940
C 3.7144 -0.1857 0.5401
C 4.1597 -0.9235 1.5429
C 5.4534 -1.4034 1.3383
C 6.2842 -0.8063 0.7134
C 5.9701 0.0636 -0.2149
C 4.5670 0.5549 -0.1516
S 3.9692 1.9586 -1.2901
H 6.5911 0.7515 -0.8309
H 7.3421 -1.0885 0.4845
H 5.7005 -2.0706 2.2798
H 3.4353 -1.3647 2.2404
S 0.7975 0.3479 1.4047
H 0.7916 3.0674 -1.5478
C -3.4864 1.6317 -0.3067
H -3.6210 2.4787 -0.0166
C -4.2154 0.9464 0.7640
O -4.6446 -0.5327 0.4082
C -5.1174 -1.3704 1.3331
H -4.4647 -1.3820 2.0603
H -5.3851 -2.3066 0.6450
H -6.0594 -0.8657 1.6571
H -5.1966 1.1687 1.0890
H -3.6220 0.6429 1.6729
H -4.0451 1.6464 -1.2049
H -0.7469 0.5763 -1.9950
H -2.4666 0.3822 -2.0277
H -1.2708 -1.0886 0.0972
H -2.8909 -1.3523 -0.6823
H 0.6980 -2.8968 -2.2232
H 0.5682 -0.9990 -1.8406
*
```

Values from the calculation:
energy: -1735.47625 hartree
Kohn-Sham gap: 8.458 eV

Löwdin population analysis, charges in e, atoms 1 to 2: -0.17, 0.07



Here is the molecule C17H19NO5S2 at a distorted geometry from the OMol25 dataset. Energies are from ωB97M-V/def2-TZVPD.

```
! RIJCOSX wB97M-V def2-TZVPD def2/J DEFGRID3
* xyz 0 1
C 5.3351 1.4909 1.8791
C 3.9586 1.0604 1.3832
N 4.0448 0.1901 0.2321
C 4.5513 0.6956 -1.0221
C 3.7608 1.8660 -1.6061
S 2.9761 -1.0606 0.1440
O 3.4192 -1.9616 -0.8767
O 2.7542 -1.5567 1.4677
C 1.4222 -0.3647 -0.4219
C 0.8739 -0.6801 -1.6286
S -0.6331 0.0887 -1.8778
C -0.5234 0.8603 -0.3325
C -1.6373 1.6360 0.2040
O -1.6362 2.1881 1.2754
O -2.6831 1.6181 -0.6425
C -3.9555 1.9359 -0.1048
C -4.7270 0.6463 0.2155
O -5.9269 0.6172 0.2500
C -3.8208 -0.5180 0.4227
C -2.9759 -0.5792 1.5270
C -2.0538 -1.6056 1.6339
C -1.9620 -2.5667 0.6408
C -2.8192 -2.5206 -0.4463
C -3.7508 -1.5032 -0.5561
C 0.6268 0.5145 0.3294
H 5.9622 0.6173 2.0318
H 5.8206 2.1527 1.1664
H 5.2308 2.0186 2.8232
H 3.4639 0.4674 2.1536
H 3.3442 1.9451 1.1674
H 5.5956 0.9891 -0.8821
H 4.5242 -0.1551 -1.7043
H 2.7116 1.6055 -1.7228
H 3.8338 2.7438 -0.9688
H 4.1649 2.1202 -2.5823
H 1.2976 -1.3321 -2.3659
H -4.5036 2.5266 -0.8413
H -3.8358 2.5190 0.8180
H -3.0436 0.1699 2.3019
H -1.3949 -1.6466 2.4877
H -1.2241 -3.3507 0.7182
H -2.7608 -3.2764 -1.2150
H -4.4146 -1.4552 -1.4060
H 0.8666 0.8618 1.3167
*
```

Values from the calculation:
SMILES: CCN(CC)S(=O)(=O)c1csc(C(=O)OCC(=O)c2ccccc2)c1
energy: -1886.52095 hartree
Kohn-Sham gap: 9.366 eV

Löwdin population analysis, charges in e, atoms 1 to 2: -0.07, -0.27



Here is C17H20BClN6Pd as an isolated structure at a distorted geometry from the OMol25 dataset. Energies are from ωB97M-V/def2-TZVPD.

```
! RIJCOSX wB97M-V def2-TZVPD def2/J DEFGRID3
* xyz 2 5
H -1.4507 2.7214 1.2011
N -0.6379 1.5553 -0.3697
B 0.6131 0.7568 -2.4616
N 0.2342 1.8337 -1.4103
C 0.5911 3.1359 -1.3460
Pd -1.6706 -0.2784 -0.0414
H 1.2525 3.5516 -2.0920
C -0.0423 3.7076 -0.2507
H 0.0333 4.7232 0.0859
C -0.8057 2.6880 0.3342
H 1.0689 1.2748 -3.4362
C -3.6002 -0.7116 0.0274
H -4.0931 -0.4713 -0.9218
H -4.0228 -0.1262 0.8559
H -3.6239 -1.7887 0.2391
N -0.6685 -0.0590 -2.8026
N 1.5893 -0.2697 -1.8369
N -1.5032 -0.6421 -1.8206
N 1.7990 -0.3236 -0.5028
C -1.0144 -0.5442 -4.0075
C 2.3102 -1.2574 -2.3988
H -0.4936 -0.2017 -4.8900
H 2.2925 -1.4065 -3.4673
C -2.0496 -1.4593 -3.8511
C 2.9871 -1.9376 -1.3918
C -2.3152 -1.5245 -2.4851
C 2.6458 -1.3168 -0.1968
H -2.5442 -2.0215 -4.6208
H 3.6392 -2.7812 -1.5103
H -3.0724 -2.0887 -1.9585
H 2.9408 -1.5084 0.8223
H 1.2962 0.2980 0.1211
Cl -1.9758 1.7705 3.5440
C -0.5368 0.8473 3.3805
C 0.6359 1.3025 3.9795
C 1.8311 0.5922 3.8046
C 1.8366 -0.5780 3.0402
C 0.6621 -1.0452 2.4554
C -0.5416 -0.3338 2.6001
C -1.7495 -0.8077 1.8883
H 0.6102 2.2113 4.5758
H 2.7503 0.9480 4.2708
H 2.7644 -1.1402 2.9123
H 0.6489 -1.9828 1.8921
H -1.7154 -1.8927 1.7157
H -2.6895 -0.5042 2.3495
*
```

Values from the calculation:
⟨S²⟩: 6.038
energy: -1600.50124 hartree
Kohn-Sham gap (alpha / beta): 6.761 / 5.426 eV

Löwdin population analysis, charges in e, atoms 1 to 2: 0.07, -0.07